Entry 1:
Molecular formula: C48H38BiN6
Method: DFT, the ωB97M-V functional and the def2-TZVPD basis

Each line ends with the Mulliken charge.
CARTESIAN COORDINATES (ANGSTROEM)
Bi 0.078 -0.610 0.102  1.65
C 1.875 3.936 1.211  -0.95
C 1.835 2.539 1.127  -0.81
N 0.761 1.836 1.379  1.26
C -0.383 2.450 1.709  -0.90
C -0.465 3.870 1.779  1.29
C 0.721 4.594 1.542  -1.13
C -1.689 4.493 2.071  -1.05
C -2.802 3.721 2.303  -0.90
C -2.728 2.336 2.312  -0.16
C -1.534 1.656 2.045  0.04
N -1.437 0.314 2.014  1.32
C -2.020 -0.510 2.882  -0.27
C -2.455 -0.117 4.161  -0.60
C -3.038 -1.004 5.048  -0.80
C -3.215 -2.331 4.726  -1.03
C -2.737 -2.807 3.497  1.19
C -2.835 -4.164 3.116  -0.87
C -2.316 -4.572 1.918  -1.32
C -1.708 -3.617 1.097  -0.15
N -1.639 -2.346 1.401  0.19
C -2.124 -1.912 2.568  -0.71
H 2.789 4.476 1.008  0.43
H 2.717 1.971 0.859  0.32
H 0.702 5.673 1.631  0.42
H -1.740 5.572 2.099  0.42
H -3.755 4.200 2.493  0.36
H -3.616 1.751 2.517  0.54
H -2.326 0.914 4.457  0.52
H -3.370 -0.636 6.013  0.39
H -3.697 -3.015 5.412  0.37
H -3.311 -4.871 3.786  0.40
H -2.376 -5.604 1.603  0.47
H -1.282 -3.901 0.149  0.59
C 1.192 0.664 4.730  -1.85
C 1.964 -0.005 3.600  1.46
C 2.047 -1.504 3.694  0.07
C 1.768 -2.210 4.848  -0.62
C 1.798 -3.595 4.868  -1.08
C 2.063 -4.288 3.702  -0.58
C 2.336 -3.620 2.520  1.10
C 2.525 -4.367 1.225  -0.69
C 3.981 -4.752 0.963  -1.32
C 2.381 -2.216 2.526  -0.65
N 2.507 -1.545 1.350  0.75
C 3.479 -1.239 0.596  -0.89
C 3.264 -0.687 -0.696  0.23
C 4.222 -0.365 -1.664  -1.01
C 3.522 0.010 -2.806  -1.08
C 2.174 -0.090 -2.490  -0.89
N 2.017 -0.500 -1.230  0.57
H 1.011 1.708 4.479  0.35
H 1.729 0.627 5.679  0.48
H 0.224 0.180 4.854  0.36
H 2.972 0.421 3.533  0.46
H 1.458 0.237 2.663  -0.64
H 1.498 -1.678 5.748  0.35
H 1.591 -4.125 5.789  0.39
H 2.042 -5.370 3.708  0.44
H 2.178 -3.730 0.409  -0.15
H 1.908 -5.270 1.232  0.59
H 4.618 -3.874 1.020  0.28
H 4.086 -5.185 -0.030  0.40
H 4.327 -5.477 1.696  0.35
H 4.530 -1.400 0.885  0.36
H 5.289 -0.420 -1.543  0.50
H 3.933 0.312 -3.750  0.44
H 1.321 0.093 -3.117  0.64
N -5.132 -8.146 -3.766  -0.55
C -4.490 -7.207 -3.600  0.10
C -3.716 -6.060 -3.343  0.52
C -2.334 -6.172 -3.160  -0.69
C -1.596 -5.066 -2.803  -0.31
C -2.220 -3.826 -2.603  0.15
C -3.597 -3.712 -2.836  -0.55
C -4.337 -4.813 -3.204  -0.63
C -1.490 -2.748 -2.052  0.03
C -0.884 -1.897 -1.439  -0.22
H -1.859 -7.136 -3.280  0.44
H -0.531 -5.150 -2.639  0.56
H -4.078 -2.755 -2.689  0.52
H -5.403 -4.732 -3.365  0.44
C -2.230 3.115 -2.437  -0.57
C -2.939 2.182 -1.702  -0.62
C -2.262 1.179 -1.029  -0.37
C -0.877 1.105 -1.049  0.80
C -0.179 2.070 -1.757  -0.81
C -0.848 3.055 -2.467  -0.84
H -2.755 3.885 -2.985  0.38
H -4.020 2.231 -1.660  0.43
H -2.818 0.442 -0.470  0.27
H 0.901 2.057 -1.764  0.51
H -0.290 3.777 -3.048  0.39

Cartesian forces, eV/Å:
0.103 0.368 0.803
-0.229 0.340 0.055
0.063 -0.220 -0.013
0.404 -0.262 -0.235
-0.505 0.819 0.392
0.097 -0.359 -0.075
0.186 -0.086 -0.092
-0.354 0.124 0.099
0.184 0.544 0.001
0.312 -0.494 -0.072
-0.662 0.606 0.305
0.624 -0.502 -0.926
-0.245 0.264 0.830
0.126 0.208 -0.369
-0.256 -0.568 0.128
-0.122 0.149 0.472
0.131 0.162 -0.349
0.110 -0.004 -0.156
-0.174 -0.054 0.384
-0.004 0.013 -0.093
0.145 -0.139 -0.458
-0.527 -0.272 0.852
0.054 -0.028 0.011
0.139 -0.035 -0.085
-0.017 0.094 -0.060
-0.011 0.092 -0.016
-0.020 0.016 0.021
0.033 -0.013 0.002
-0.001 0.039 -0.036
0.002 -0.013 0.018
0.013 -0.041 0.048
-0.010 0.028 0.024
0.040 -0.061 -0.038
0.070 -0.077 -0.173
0.125 -0.053 -0.124
-0.173 -0.049 0.196
0.191 0.100 -0.189
0.008 -0.072 0.114
0.003 -0.072 0.099
0.007 -0.046 0.167
0.034 0.045 -0.245
0.115 0.053 0.074
-0.224 0.030 -0.080
0.052 -0.596 0.898
-0.139 0.476 -0.917
0.286 -0.270 0.688
0.375 0.389 -0.761
0.066 -0.165 0.417
0.017 0.150 -0.340
0.211 -0.005 -0.277
-0.333 -0.074 0.272
-0.002 0.120 0.036
-0.021 0.007 0.053
-0.102 0.002 0.072
-0.003 0.016 -0.093
0.172 -0.041 0.095
-0.008 0.100 0.095
-0.051 -0.039 -0.002
-0.022 -0.125 -0.060
-0.077 -0.092 -0.037
-0.028 0.026 0.008
0.133 0.083 0.005
0.076 -0.083 -0.091
0.092 -0.056 0.111
-0.072 -0.035 0.025
0.177 -0.035 0.046
0.081 0.051 -0.188
-0.173 0.073 -0.107
-0.122 -0.203 -0.114
-0.463 -0.657 -0.151
0.611 0.931 0.226
-0.259 -0.101 -0.083
0.002 0.110 0.014
-0.236 -0.339 -0.009
0.095 0.028 -0.002
0.018 -0.268 -0.052
0.159 0.221 -0.129
-0.199 -0.373 -0.724
0.011 -0.005 0.006
0.020 0.028 0.024
0.029 0.026 0.006
-0.014 0.004 0.030
-0.083 0.120 -0.096
-0.140 -0.046 0.014
-0.075 -0.028 -0.047
0.060 -0.140 -0.014
0.083 0.061 -0.034
0.069 0.140 -0.052
-0.031 0.085 -0.041
-0.046 -0.007 0.002
-0.193 -0.126 0.106
0.153 0.015 -0.044
0.056 0.078 0.005

Results
multiplicity	1
charge	-1
energy relative to the best compared isomer or geometry (same formula, charge and spin)	10.5	kcal/mol


Entry 2:
Molecular formula: C48H38Br2CaCl4N8O3S3
Method: DFT, the ωB97M-V functional and the def2-TZVPD basis

Each line ends with the Mulliken charge.
CARTESIAN COORDINATES (ANGSTROEM)
Ca -9.687 -19.074 -10.505  1.27
C -11.309 -14.749 -5.976  -1.27
C -10.974 -14.370 -7.416  -0.47
N -9.688 -14.799 -7.910  -0.01
C -9.439 -16.057 -8.433  0.13
S -10.804 -17.082 -8.635  -0.29
N -8.146 -16.232 -8.667  -0.96
N -7.839 -17.439 -9.177  0.83
C -6.587 -17.632 -9.375  0.85
C -5.576 -16.593 -8.985  -1.69
C -6.157 -18.932 -9.902  0.21
C -4.846 -19.383 -9.929  -1.01
C -4.558 -20.667 -10.435  -0.45
C -5.552 -21.528 -10.796  -1.30
C -6.824 -21.015 -10.662  0.11
N -7.144 -19.807 -10.295  0.44
H -12.147 -14.203 -5.538  0.42
H -10.458 -14.467 -5.373  0.33
H -11.502 -15.813 -5.845  0.23
H -11.031 -13.280 -7.589  0.47
H -11.700 -14.823 -8.075  0.17
H -8.847 -14.256 -7.749  0.27
H -5.765 -16.341 -7.958  0.38
H -5.713 -15.633 -9.497  0.15
H -4.563 -16.909 -9.080  0.43
H -4.095 -18.755 -9.489  0.32
H -3.505 -20.920 -10.424  0.38
H -5.487 -22.523 -11.140  0.57
H -7.732 -21.599 -10.912  0.28
Cl -10.667 -25.924 -8.015  -0.26
C -10.354 -24.582 -9.122  0.01
C -10.420 -24.772 -10.491  0.20
Cl -10.694 -26.393 -11.211  -0.26
C -10.343 -23.646 -11.326  0.12
Cl -10.416 -23.827 -13.031  -0.27
C -10.198 -22.303 -10.870  -0.69
O -9.975 -21.306 -11.644  -0.11
C -10.184 -22.094 -9.428  0.03
O -10.076 -20.870 -9.022  -1.06
C -10.196 -23.263 -8.637  0.37
Cl -10.008 -22.982 -6.941  -0.26
C -10.678 -15.021 -16.391  -0.48
C -11.884 -15.709 -15.865  0.61
C -13.111 -15.528 -16.555  -0.92
C -14.266 -16.001 -15.984  -0.96
C -14.199 -16.670 -14.746  1.11
C -15.331 -17.201 -14.086  -0.23
Br -17.085 -16.964 -14.772  -0.30
C -15.131 -17.987 -12.967  -0.38
C -13.889 -18.232 -12.393  -0.34
Br -13.722 -19.151 -10.733  -0.21
C -12.719 -17.627 -12.853  -0.68
O -11.610 -17.695 -12.298  0.25
C -12.937 -16.876 -14.118  0.10
N -11.829 -16.321 -14.698  0.03
H -10.841 -13.927 -16.450  0.30
H -10.469 -15.311 -17.428  0.15
H -9.882 -15.281 -15.735  -0.14
H -13.182 -14.968 -17.475  0.45
H -15.224 -15.872 -16.469  0.32
H -16.027 -18.446 -12.568  0.40
S -6.909 -19.235 -17.065  -0.23
C -7.651 -19.195 -15.418  0.56
C -8.745 -19.970 -15.147  -1.17
C -9.266 -19.958 -13.852  -0.67
N -8.725 -19.171 -12.932  1.06
C -7.686 -18.414 -13.222  -0.14
C -7.089 -18.371 -14.475  -1.28
C -7.130 -17.578 -17.635  0.19
C -6.111 -16.636 -17.563  0.03
C -6.315 -15.392 -18.083  -0.56
N -7.417 -15.019 -18.695  -0.66
C -8.420 -15.910 -18.716  -0.78
C -8.349 -17.202 -18.224  0.07
H -9.213 -20.561 -15.860  0.62
H -10.081 -20.595 -13.472  0.51
H -7.274 -17.844 -12.425  0.32
H -6.269 -17.679 -14.669  0.36
H -5.175 -16.896 -17.132  0.47
H -5.545 -14.633 -17.983  0.45
H -9.339 -15.560 -19.200  0.58
H -9.185 -17.953 -18.289  0.32
N -9.145 -16.601 -11.752  1.12
S -8.659 -15.145 -11.494  0.36
C -7.762 -14.406 -12.902  0.59
C -8.405 -13.986 -14.075  -0.71
C -7.646 -13.572 -15.163  -0.69
C -6.284 -13.446 -15.018  -0.46
C -5.637 -13.769 -13.874  -0.61
C -6.359 -14.299 -12.794  -0.40
C -10.020 -13.977 -11.453  0.20
C -11.257 -14.541 -11.225  0.03
C -12.316 -13.681 -10.916  -0.78
C -12.136 -12.316 -10.834  -0.60
C -10.916 -11.734 -11.199  -0.69
C -9.874 -12.567 -11.498  -0.70
H -9.949 -16.689 -12.416  -0.45
H -9.498 -13.998 -14.125  0.78
H -8.178 -13.328 -16.055  0.43
H -5.693 -13.139 -15.881  0.33
H -4.557 -13.749 -13.798  0.38
H -5.893 -14.581 -11.819  0.15
H -11.347 -15.633 -11.263  0.11
H -13.296 -14.114 -10.755  0.51
H -12.964 -11.716 -10.494  0.37
H -10.793 -10.683 -11.230  0.45
H -8.894 -12.161 -11.641  0.50

Cartesian forces, eV/Å:
-0.060 -0.346 0.018
0.401 0.221 0.212
-0.265 0.585 -0.435
0.348 -0.575 -0.049
-0.930 0.547 0.657
0.516 -0.217 -0.161
0.049 -0.253 0.058
-0.473 -0.144 -0.230
0.667 0.167 -0.182
-0.587 0.396 -0.081
-0.937 -1.444 -0.139
-0.509 -0.307 -0.250
1.149 0.949 0.844
-0.311 0.851 0.265
-2.229 -0.850 -0.680
0.486 1.928 0.599
-0.219 0.103 -0.399
0.379 -0.116 0.441
0.136 -0.036 -0.215
-0.017 -0.281 0.314
-0.324 -0.013 -0.216
-0.307 -0.080 0.066
0.003 0.122 0.699
-0.078 -0.257 -0.216
0.714 -0.241 -0.208
0.501 -0.044 -0.216
0.018 -0.373 -0.205
0.618 -0.863 -0.294
0.772 0.002 0.026
0.281 0.479 -0.364
-0.219 -0.054 -0.148
-0.265 -0.436 -0.002
0.164 0.949 0.571
0.075 0.895 0.370
0.067 -0.176 -0.851
0.180 -1.315 0.319
-0.312 0.380 0.263
0.184 0.032 -0.620
0.064 -0.378 0.144
-0.163 0.415 0.052
-0.015 -0.097 0.533
-0.369 0.328 -0.840
-1.358 0.273 0.506
-0.654 -0.389 0.603
0.791 0.230 -0.144
-0.371 -0.472 0.539
0.786 -0.558 0.491
-0.116 -0.028 -0.025
-0.951 -0.019 -0.349
-0.450 0.150 0.483
-0.218 -0.096 -0.232
-0.337 0.503 -1.059
0.831 -0.185 0.245
0.703 0.728 -0.965
0.273 -0.190 -0.122
0.150 -0.354 0.345
0.024 -0.129 0.384
0.930 -0.018 0.168
0.263 0.006 -0.233
-0.011 0.025 0.045
0.124 -0.078 0.374
0.089 -0.594 0.111
0.544 0.594 -1.447
-0.146 0.264 1.542
0.075 0.143 -0.054
-0.306 -0.206 0.684
0.660 -0.121 -0.776
-0.194 0.268 0.835
-0.685 0.248 -0.154
-0.437 -1.049 0.135
0.530 0.874 -0.067
-1.120 -0.043 0.024
-0.381 0.252 -0.716
0.105 -0.723 0.281
-0.570 -1.009 -1.361
0.379 0.302 -0.557
0.140 0.428 0.494
-0.106 -0.387 -0.033
0.596 -0.174 0.396
0.082 -0.062 -0.154
0.341 -0.160 0.103
0.897 1.095 0.070
-0.739 0.607 -0.332
0.681 0.118 0.041
0.481 0.332 -0.396
0.113 -0.347 0.407
-0.937 -0.034 1.084
0.393 0.362 -2.011
0.417 -1.159 1.938
-0.874 0.038 0.585
-0.362 0.652 -0.070
-0.031 0.026 -0.056
-0.073 -0.548 -0.094
-0.047 0.107 -0.285
-0.772 -1.122 0.335
0.717 -1.298 0.368
0.616 0.060 0.273
0.406 -0.130 0.020
0.055 0.206 -0.659
-0.102 0.099 0.136
0.031 0.273 -0.088
-0.243 0.151 -1.028
-0.244 0.398 0.146
0.026 0.046 0.202
-0.149 0.269 -0.131
0.117 0.879 0.103
0.433 0.220 -0.349

Results
multiplicity	1
charge	-2


DFT total energy per entry: -2395.08577; -11376.86244 a.u.